C4H5N | ωB97M-V/def2-TZVPD

Each line ends with the Mulliken charge.
Atoms and positions in Å:
1 C 0.976427 -0.414066 -0.042293  -1.044
2 C -0.413721 -0.956810 0.369485  -0.019
3 C -1.438399 -0.237482 0.108490  0.195
4 C -2.787379 0.160347 0.017016  -0.150
5 N -1.928711 0.981725 -0.456338  -0.488
6 H 1.596028 -0.398666 0.878996  0.262
7 H 0.801010 0.514052 -0.411262  0.365
8 H 1.432016 -1.124723 -0.678224  0.295
9 H -0.406483 -1.961582 0.900197  0.275
10 H -3.828320 0.133584 0.346450  0.309

Forces on the atoms, in the same order (eV/Å):
-0.968 -2.977 3.297
3.331 -1.915 0.688
-2.734 0.069 -0.105
0.531 0.242 0.794
-0.522 0.278 -0.235
-0.167 0.362 -0.551
0.185 2.747 -1.414
0.604 -0.360 -1.126
-0.531 1.492 -0.775
0.272 0.061 -0.572

Output
ΔE to the lowest compared entry with this formula, charge and spin	312.2	kJ/mol
gap between HOMO and LUMO	9.67	eV
electronic energy	-5715.610	eV
LUMO	0.90	eV